(1)
Density functional theory data (ωB97M-V with the def2-TZVPD basis set) for a cluster of 7 separate species, C25H52ClN8O19PS in total in a non-equilibrium geometry.

As for the structure (SMILES): CC(=O)OCCCCCO[P@](=O)(OCCCCl)OCCCCCCCSc1nnco1.C[N+](=O)[O-].C[N+](=O)[O-].C[N+](=O)[O-].C[N+](=O)[O-].C[N+](=O)[O-].C[N+](=O)[O-]. The LUMO energy is 0.001 hartree. For the HOMO-LUMO gap, the calculation gives 8.8 eV. The HOMO energy comes out at -8.7411 eV. The calculated total energy comes out at -110223.31274 eV. The spin multiplicity is 1.

```
107
Properties=species:S:1:pos:R:3:lowdin_charge:R:1
C -4.9418 -0.7473 -2.0198 0.030
C -4.3753 -1.4823 -0.8375 -0.513
O -4.3371 -0.9751 0.2741 0.090
O -3.9381 -2.7433 -1.0314 0.001
C -3.1093 -2.9273 -2.1939 -0.174
C -1.8549 -2.0815 -2.1841 -0.157
C -0.8145 -2.6512 -1.2387 -0.174
C -0.9931 -2.2029 0.2225 -0.138
C -0.2577 -0.8979 0.4486 -0.201
O -1.0561 0.0615 1.1819 -0.133
P -0.3405 1.4404 1.4292 0.327
O -0.2395 2.3018 0.2573 -0.205
O 1.0268 1.1079 2.1275 -0.137
C 2.1839 1.7650 1.5745 -0.193
C 2.5928 1.2519 0.2169 -0.250
C 4.0873 1.3130 -0.0448 -0.531
Cl 4.4405 2.6678 -1.1730 0.564
O -1.1647 2.0833 2.5876 -0.141
C -2.5035 2.4996 2.2755 -0.196
C -3.4254 2.1739 3.4491 -0.159
C -4.4771 1.1207 3.1251 -0.192
C -5.8046 1.7882 2.7910 -0.240
C -6.7629 0.8992 2.0286 -0.229
C -7.9953 1.6443 1.5187 -0.242
C -7.9117 2.1588 0.0917 -0.430
S -6.2961 2.8340 -0.3682 1.028
C -6.7882 4.3934 -0.9075 -0.699
N -7.8851 4.9771 -0.6055 0.037
N -7.8543 6.2103 -1.2326 0.059
C -6.7473 6.2664 -1.8500 -0.207
O -6.0122 5.1510 -1.7149 0.049
H -5.7694 -0.1820 -1.6389 0.066
H -4.2024 -0.0607 -2.3985 0.098
H -5.2737 -1.4335 -2.7807 0.081
H -2.8047 -3.9574 -2.1770 0.085
H -3.6858 -2.7642 -3.0965 0.115
H -1.4472 -2.1180 -3.1828 0.121
H -2.0469 -1.0368 -1.9705 0.112
H -0.7874 -3.7263 -1.3097 0.108
H 0.1592 -2.3004 -1.5545 0.107
H -0.5439 -2.9700 0.8378 0.110
H -2.0270 -2.1104 0.5135 0.099
H 0.6595 -1.1188 0.9718 0.115
H 0.0088 -0.4531 -0.4997 0.105
H 2.9880 1.5616 2.2662 0.121
H 2.0693 2.8344 1.5727 0.128
H 2.1283 1.8944 -0.5065 0.048
H 2.2405 0.2525 0.0272 0.105
H 4.4621 0.4112 -0.4885 0.068
H 4.6299 1.4913 0.8708 0.047
H -2.8837 2.0259 1.3834 0.112
H -2.5290 3.5603 2.0821 0.120
H -2.7924 1.8645 4.2658 0.112
H -3.9513 3.0759 3.7335 0.106
H -4.6398 0.5475 4.0291 0.110
H -4.1598 0.4330 2.3551 0.094
H -5.6117 2.7136 2.2644 0.074
H -6.2948 2.0639 3.7174 0.116
H -7.0201 0.0734 2.6768 0.116
H -6.2328 0.4644 1.1898 0.078
H -8.2379 2.4504 2.1936 0.110
H -8.8246 0.9515 1.5501 0.107
H -8.6238 2.9595 -0.0237 0.059
H -8.1840 1.3854 -0.6051 0.074
H -6.3843 7.0805 -2.4255 0.125
C 8.3691 1.7586 0.7181 0.038
N 7.3720 0.7637 1.1981 -0.447
O 7.1751 -0.2136 0.5065 0.057
O 6.8191 1.0012 2.2498 0.057
H 8.7663 1.4068 -0.2270 0.095
H 7.8548 2.7064 0.5985 0.096
H 9.1478 1.8373 1.4684 0.063
C 9.8104 4.8330 4.3997 0.055
N 9.2615 3.9695 3.3198 -0.422
O 10.0262 3.2019 2.7626 0.034
O 8.0888 4.0864 3.0614 0.085
H 10.8640 4.6106 4.5122 0.074
H 9.6527 5.8652 4.1032 0.102
H 9.2645 4.6011 5.3082 0.108
C 1.5313 2.2850 -3.3198 0.035
N 0.9101 0.9469 -3.5181 -0.446
O 1.6445 0.0030 -3.7213 0.060
O -0.2979 0.8869 -3.4575 0.059
H 2.6056 2.1834 -3.3989 0.064
H 1.1403 2.9445 -4.0884 0.101
H 1.2400 2.6282 -2.3309 0.082
C -3.2768 -7.3513 -2.6940 0.058
N -2.8400 -6.4479 -3.7928 -0.430
O -2.1924 -5.4659 -3.4991 0.052
O -3.1634 -6.7560 -4.9190 0.061
H -2.9152 -6.9524 -1.7543 0.097
H -4.3613 -7.3887 -2.7134 0.104
H -2.8482 -8.3290 -2.8979 0.079
C -1.2844 -9.6208 -6.7141 0.049
N -1.2515 -9.5114 -5.2315 -0.453
O -2.1601 -10.0134 -4.6044 0.053
O -0.3172 -8.9173 -4.7448 0.069
H -2.1733 -10.1702 -6.9966 0.094
H -1.3027 -8.6104 -7.1099 0.102
H -0.3833 -10.1420 -7.0207 0.100
C 13.0748 0.8020 4.3231 0.049
N 12.0651 1.6157 5.0524 -0.452
O 12.3651 2.7505 5.3597 0.051
O 11.0042 1.0882 5.2893 0.072
H 13.9639 1.4040 4.1842 0.093
H 13.2826 -0.0748 4.9277 0.100
H 12.6358 0.5211 3.3714 0.101
```

=====

(2)
Density functional theory data (ωB97M-V with the def2-TZVPD basis set) for a cluster of 3 separate species, C25H53N6O9 in total.

The LUMO energy is -0.110 hartree. For the HOMO-LUMO gap, the calculation gives 7.0 eV. Its total charge is +1. The HOMO energy comes out at -10.0064 eV. The calculated total energy comes out at -54141.74232 eV. The spin multiplicity is 1.

```
93
Properties=species:S:1:pos:R:3:lowdin_charge:R:1
C -2.2457 -5.0632 -4.4417 -0.078
C -1.4096 -4.3557 -3.3693 -0.152
C 0.0670 -4.5966 -3.5517 -0.467
O 0.5475 -5.5865 -4.0096 0.169
O 0.8790 -3.5320 -3.1776 -0.048
C 1.1695 -3.4223 -1.7929 -0.167
C 0.6473 -2.0719 -1.2865 -0.053
C 1.4541 -1.5284 -0.1544 -0.222
N 2.6982 -1.8965 0.1374 0.226
C 3.0582 -1.1625 1.1906 -0.341
N 4.2300 -1.1970 1.8101 0.231
N 2.0532 -0.3612 1.5453 -0.039
O 2.0218 0.5158 2.5701 0.127
N 1.0109 -0.5796 0.6672 0.048
C -0.2544 0.1458 0.7360 -0.073
C -0.1178 1.6795 0.7966 -0.149
C -0.5555 2.2787 2.1410 -0.168
C 0.2156 3.5563 2.4564 -0.164
O -0.4203 4.2752 3.5222 -0.062
C -0.1222 3.7801 4.7755 -0.516
C 0.8293 4.6338 5.5733 0.032
O -0.6063 2.7578 5.1695 0.129
H -2.2926 -6.1359 -4.2594 0.083
H -3.2650 -4.6768 -4.4258 0.077
H -1.8233 -4.8963 -5.4322 0.086
H -1.6943 -4.7238 -2.3770 0.127
H -1.6013 -3.2809 -3.3881 0.116
H 2.2462 -3.5084 -1.6506 0.119
H 0.7008 -4.2362 -1.2311 0.142
H -0.3922 -2.1751 -0.9650 0.126
H 0.6651 -1.3525 -2.1109 0.150
H 4.9412 -1.8107 1.4498 0.136
H 4.4210 -0.6272 2.6156 0.126
H 1.4681 0.1243 3.2687 0.159
H -0.8302 -0.2369 1.5840 0.142
H -0.7930 -0.1413 -0.1661 0.127
H -0.6866 2.1105 -0.0259 0.125
H 0.9331 1.9385 0.6258 0.117
H -1.6121 2.5531 2.1171 0.129
H -0.4134 1.5510 2.9430 0.094
H 1.2608 3.3624 2.7249 0.131
H 0.2029 4.2333 1.6008 0.138
H 1.7683 4.0890 5.6864 0.094
H 0.4019 4.7814 6.5656 0.097
H 1.0093 5.5919 5.0942 0.089
C 6.4102 -1.3180 -7.2316 -0.112
O 6.5942 -1.8652 -5.9408 -0.194
C 5.5619 -1.5654 -5.0166 -0.227
C 4.8070 -2.8175 -4.6262 -0.223
N 4.0231 -3.3279 -5.7378 -0.042
C 3.4110 -4.6334 -5.4967 -0.196
C 4.3346 -5.8294 -5.3139 -0.223
O 5.0611 -6.1846 -6.4727 -0.173
C 6.2948 -5.5204 -6.6561 -0.101
H 7.3105 -1.5354 -7.8022 0.090
H 5.5494 -1.7558 -7.7481 0.083
H 6.2753 -0.2328 -7.1874 0.088
H 4.8762 -0.8203 -5.4327 0.121
H 6.0292 -1.1375 -4.1234 0.118
H 4.1262 -2.5779 -3.8003 0.112
H 5.5443 -3.5420 -4.2499 0.109
H 4.6170 -3.3867 -6.5557 0.076
H 2.7564 -4.8505 -6.3440 0.125
H 2.7709 -4.5536 -4.6172 0.086
H 3.7036 -6.6900 -5.0781 0.124
H 5.0209 -5.6968 -4.4668 0.111
H 6.7659 -5.2770 -5.6989 0.088
H 6.1900 -4.5996 -7.2384 0.073
H 6.9507 -6.1932 -7.2077 0.089
C -8.7995 3.5874 5.3811 -0.117
O -8.1595 4.8316 5.1874 -0.197
C -7.4536 5.3157 6.3228 -0.216
C -5.9677 5.3642 6.0471 -0.217
N -5.4157 4.0226 5.9218 -0.048
C -4.0316 3.9720 5.4691 -0.201
C -3.7201 4.4809 4.0684 -0.215
O -4.2737 3.6871 3.0282 -0.189
C -5.5987 4.0105 2.6463 -0.098
H -9.3809 3.3827 4.4840 0.088
H -8.0841 2.7711 5.5337 0.081
H -9.4781 3.6174 6.2389 0.089
H -7.6621 4.6934 7.1980 0.123
H -7.8091 6.3281 6.5324 0.123
H -5.4686 5.8767 6.8750 0.124
H -5.8218 5.9719 5.1425 0.108
H -5.9918 3.4946 5.2782 0.074
H -3.7000 2.9321 5.5251 0.118
H -3.4188 4.5355 6.1818 0.120
H -2.6428 4.4270 3.9161 0.090
H -4.0151 5.5295 3.9375 0.116
H -5.8017 5.0773 2.7713 0.091
H -6.3440 3.4451 3.2124 0.074
H -5.7099 3.7537 1.5927 0.086
```

=====

(3)
Density functional theory data (ωB97M-V with the def2-TZVPD basis set) for a cluster of 10 separate species, C25H54BrCl18NO5P2 in total.

As for the structure (SMILES): CCO[C@@H](NP(C)C)[C@@H](OCBr)P(=O)(O)O.ClCCCl.ClCCCl.ClCCCl.ClCCCl.ClCCCl.ClCCCl.ClCCCl.ClCCCl.ClCCCl. The LUMO energy is -0.004 hartree. For the HOMO-LUMO gap, the calculation gives 8.2 eV. The HOMO energy comes out at -8.2885 eV. The calculated total energy comes out at -352556.61587 eV. The spin multiplicity is 1.

```
106
Properties=species:S:1:pos:R:3:lowdin_charge:R:1
C 2.4449 6.6178 0.8735 -0.060
C 2.6769 5.4946 -0.1469 -0.235
O 2.5530 4.1927 0.4103 -0.121
C 1.2291 3.7996 0.6794 -0.420
N 0.4726 3.6348 -0.5486 -0.187
P -1.2588 3.9633 -0.4936 0.863
C -1.5722 3.6568 -2.2833 -0.287
C -1.1829 5.8078 -0.4431 -0.272
C 1.2780 2.4861 1.5285 -0.308
O 2.6057 2.0743 1.7015 -0.212
C 2.8647 0.8334 2.2740 -0.602
Br 2.1325 -0.6154 1.1968 0.683
P 0.4968 2.6735 3.1722 0.489
O 0.2063 1.3865 3.8138 -0.254
O 1.5531 3.5472 4.0077 -0.093
O -0.7686 3.6414 3.0037 -0.139
H 1.7139 7.3539 0.5365 0.067
H 3.3742 7.1473 1.0865 0.072
H 2.0886 6.2111 1.8228 0.065
H 3.7003 5.5310 -0.5212 0.113
H 2.0138 5.5880 -1.0120 0.107
H 0.7280 4.5795 1.2679 0.104
H 0.5784 2.6831 -0.8899 0.079
H -1.5768 4.5725 -2.8739 0.029
H -2.5327 3.1509 -2.3921 0.023
H -0.8002 3.0019 -2.6926 0.032
H -0.2263 6.1390 -0.0376 0.005
H -1.9750 6.1741 0.2127 0.027
H -1.2965 6.2581 -1.4295 0.033
H 0.7027 1.7286 0.9827 0.098
H 2.4611 0.7142 3.2778 0.063
H 3.9424 0.7652 2.2348 0.012
H 1.4748 4.5056 3.9437 0.084
H -0.9074 4.2204 3.7657 0.095
Cl -1.3347 -5.1656 -1.1617 0.569
C -1.2155 -4.0214 0.2102 -0.645
C -1.2123 -2.5868 -0.2483 -0.641
Cl 0.2467 -2.2160 -1.2001 0.525
H -0.3012 -4.2648 0.7455 0.071
H -2.0764 -4.1923 0.8518 0.009
H -1.2216 -1.9247 0.6170 0.072
H -2.0663 -2.3700 -0.8871 0.034
Cl 0.0836 -1.4860 -6.3180 0.527
C -0.1234 -2.6899 -5.0123 -0.668
C -1.5667 -2.9061 -4.6520 -0.671
Cl -2.2986 -1.4967 -3.8382 0.516
H 0.4568 -2.3511 -4.1589 0.036
H 0.2638 -3.6342 -5.3856 0.002
H -1.6407 -3.7388 -3.9527 0.025
H -2.1691 -3.1273 -5.5294 0.067
Cl 6.0417 2.2045 2.5275 0.590
C 5.7170 3.3724 1.2150 -0.644
C 6.8679 3.4652 0.2487 -0.650
Cl 8.3102 4.2065 0.9976 0.530
H 5.5051 4.3302 1.6829 0.072
H 4.8207 3.0282 0.6999 0.061
H 6.5879 4.0929 -0.5951 0.072
H 7.1575 2.4827 -0.1144 0.070
Cl 11.1077 1.1220 5.0293 0.533
C 10.8851 2.3289 3.7345 -0.673
C 12.0559 2.3728 2.7870 -0.667
Cl 13.5283 3.0205 3.5584 0.531
H 10.7252 3.2935 4.2089 0.068
H 9.9876 2.0499 3.1845 0.060
H 11.8160 3.0293 1.9522 0.067
H 12.2936 1.3820 2.4088 0.067
Cl -1.2954 -4.5661 -8.8115 0.541
C 0.2214 -5.5012 -8.7863 -0.658
C 0.1450 -6.6667 -7.8319 -0.644
Cl 0.0540 -6.1186 -6.1364 0.572
H 1.0217 -4.8182 -8.5124 0.068
H 0.3915 -5.8706 -9.7961 0.073
H 1.0377 -7.2825 -7.9225 0.073
H -0.7355 -7.2746 -8.0230 0.068
Cl -5.6887 -5.8674 2.8078 0.538
C -4.0638 -5.9993 3.5280 -0.663
C -3.6437 -4.7261 4.2185 -0.645
Cl -3.3838 -3.3939 3.0581 0.567
H -3.3727 -6.2615 2.7307 0.064
H -4.0968 -6.8092 4.2545 0.074
H -2.7005 -4.8858 4.7376 0.074
H -4.3960 -4.3938 4.9288 0.068
Cl -4.5789 -3.6050 -2.5098 0.558
C -5.3849 -5.1904 -2.6662 -0.629
C -4.3899 -6.3211 -2.7112 -0.664
Cl -3.4090 -6.3049 -4.2029 0.543
H -5.9981 -5.1544 -3.5629 0.072
H -6.0293 -5.3193 -1.7973 0.076
H -4.9225 -7.2704 -2.6887 0.075
H -3.7038 -6.2697 -1.8706 0.011
Cl -9.2327 -2.5989 -1.6274 0.527
C -7.6407 -1.7876 -1.5934 -0.681
C -7.5744 -0.7023 -0.5512 -0.662
Cl -8.6174 0.6880 -0.9546 0.532
H -7.4523 -1.3944 -2.5889 0.069
H -6.8995 -2.5505 -1.3697 0.019
H -6.5536 -0.3292 -0.4875 0.073
H -7.8832 -1.0706 0.4236 0.068
Cl -3.6255 3.6186 6.8314 0.523
C -3.3682 1.8664 6.5818 -0.653
C -2.9061 1.5608 5.1833 -0.671
Cl -4.1757 1.8501 3.9626 0.536
H -4.3023 1.3635 6.8174 0.066
H -2.6004 1.5573 7.2887 0.073
H -2.6282 0.5119 5.1057 0.075
H -2.0443 2.1594 4.9100 0.025
```

=====

(4)
Density functional theory data (ωB97M-V with the def2-TZVPD basis set) for a cluster of 8 separate species, C25H54BrFIN2O15P2S2 in total in a non-equilibrium geometry.

The LUMO energy is -0.138 hartree. For the HOMO-LUMO gap, the calculation gives 7.5 eV. Its total charge is +1. The HOMO energy comes out at -11.3036 eV. The calculated total energy comes out at -181577.48684 eV. The spin multiplicity is 1.

```
103
Properties=species:S:1:pos:R:3:lowdin_charge:R:1
C -0.6113 1.7542 5.1011 0.161
C -0.2830 1.7494 3.8144 -0.044
C 0.2228 1.4926 2.2814 -0.065
N 1.3909 0.5490 2.1709 -0.103
F 1.5044 0.0492 3.4612 -0.019
C 2.7567 1.2191 1.9760 -0.255
C 2.8465 1.9839 0.5063 -0.024
C 2.9422 2.5711 2.8679 -0.117
C 2.8603 2.6091 4.4276 -0.267
O 2.3847 3.9535 4.8384 -0.116
C 3.9984 0.1734 2.0471 -0.442
C 5.2656 0.5401 1.0731 -0.120
C 6.1948 1.8216 1.3689 -0.007
C 7.4462 2.0950 0.4302 0.006
C 7.6642 1.0468 -0.7410 -0.076
N 6.8651 -0.1193 -1.0372 0.019
C 5.7447 -0.3330 -0.1504 -0.040
P 4.9063 0.1019 3.7693 0.667
O 6.4904 -0.5407 3.4661 -0.354
Br 3.9097 -1.3191 5.1968 0.350
O 3.5853 -1.2511 1.8965 -0.269
C 2.5888 -1.3399 0.8519 -0.686
I 2.4065 -3.3276 -0.0830 0.985
C 1.1303 -0.6534 1.2464 -0.349
C 0.5426 -0.2444 -0.2067 -0.159
C -0.8332 -0.8744 -0.7268 -0.232
C -2.2006 -0.3672 -0.0364 -0.200
S -3.5792 -1.1769 -1.0556 0.790
O -3.5498 -0.7655 -2.5143 -0.305
O -4.9001 -0.8937 -0.3507 -0.340
O -3.3131 -2.8529 -0.8382 -0.188
P 0.1897 -1.9490 2.2494 0.466
O -0.6890 -3.1529 1.3781 -0.319
O -1.0290 -1.3314 3.3437 -0.240
S 1.3084 -3.0856 3.4238 0.335
H -0.8325 1.8526 6.2242 0.099
H -0.7595 1.0973 1.7815 0.128
H 0.3674 2.5365 1.8310 0.144
H 3.7378 2.7220 0.4579 0.116
H 2.9233 1.2935 -0.3905 0.088
H 1.9066 2.6586 0.3238 0.106
H 2.2405 3.4091 2.4456 0.143
H 4.0039 2.9677 2.5730 0.126
H 2.2202 1.8626 5.0088 0.102
H 3.9367 2.5366 4.8811 0.106
H 2.8020 4.1383 5.7213 0.110
H 6.0497 2.5453 2.2435 0.091
H 8.1955 2.9540 0.5546 0.103
H 8.6001 1.2358 -1.4119 0.123
H 5.1172 -1.2943 -0.3642 0.104
H 6.4692 -1.5214 3.6670 0.069
H 3.0924 -0.7722 -0.0399 0.070
H 0.4305 0.9134 -0.3591 0.137
H 1.2773 -0.5161 -1.0812 0.134
H -0.9306 -0.4799 -1.8303 0.138
H -0.8053 -2.0315 -0.8976 0.119
H -2.3900 -0.7351 1.0317 0.092
H -2.3264 0.7719 -0.1888 0.139
H -3.3499 -3.0368 0.1431 0.104
H -0.1886 -4.0159 1.3749 0.045
H -1.5047 -0.5620 2.9518 0.046
C -1.4379 -2.0171 -5.7263 -0.152
O -1.5475 -0.6244 -5.4799 -0.131
H -0.8657 -2.1697 -6.6427 0.067
H -0.9202 -2.4979 -4.8920 0.071
H -2.4352 -2.4475 -5.8463 0.084
H -2.0584 -0.5181 -4.6633 0.048
C -7.8341 0.8603 1.4441 -0.156
O -6.4853 1.2112 1.1775 -0.143
H -8.3186 1.6884 1.9640 0.078
H -8.3553 0.6691 0.5028 0.081
H -7.8643 -0.0307 2.0763 0.078
H -6.0803 0.4619 0.7174 0.022
C -8.4877 4.1724 -0.4254 -0.165
O -7.6636 4.7383 0.5809 -0.132
H -9.0122 4.9748 -0.9462 0.080
H -7.8691 3.6219 -1.1386 0.077
H -9.2181 3.5011 0.0336 0.069
H -7.2121 4.0058 1.0248 0.059
C -0.0663 -1.9837 -9.8733 -0.171
O -0.1759 -0.5912 -9.6264 -0.127
H 0.5056 -2.1361 -10.7897 0.081
H 0.4516 -2.4646 -9.0392 0.066
H -1.0638 -2.4143 -9.9936 0.077
H -0.6861 -0.4847 -8.8108 0.067
C 5.7407 -1.4327 -4.5707 -0.169
O 6.6217 -0.3338 -4.4113 -0.136
H 5.5116 -1.5506 -5.6308 0.081
H 6.2183 -2.3435 -4.2005 0.076
H 4.8150 -1.2450 -4.0194 0.064
H 6.8074 -0.2522 -3.4650 0.030
C -0.6717 -2.8181 6.7572 -0.161
O -1.3007 -1.6417 6.2789 -0.147
H -0.4716 -2.7064 7.8239 0.083
H -1.3299 -3.6763 6.6007 0.082
H 0.2704 -2.9662 6.2256 0.034
H -1.4637 -1.7722 5.3316 0.032
C -7.3808 -1.1264 -3.4326 -0.161
O -6.6273 0.0619 -3.6094 -0.132
H -8.3797 -0.9757 -3.8446 0.081
H -6.8938 -1.9521 -3.9576 0.076
H -7.4602 -1.3562 -2.3667 0.070
H -5.7455 -0.1004 -3.2342 0.037
```

=====

The lowest HOMO-LUMO gap belongs to which entry?
C25H53N6O9